Formula: C34H80Cl10N4
Source: the OMol25 dataset
Level of theory: wB97M-V/def2-TZVPD

Positions of all 128 atoms, in Å:
Cl -3.31 3.77 -1.47
C -2.69 2.10 -1.69
C -3.38 1.23 -2.83
Cl -5.05 0.87 -2.40
H -2.84 1.48 -0.65
H -1.62 2.17 -2.05
H -2.63 0.32 -3.00
H -3.29 1.69 -4.10
Cl 3.56 -1.72 -3.99
C 4.05 -3.25 -4.81
C 3.15 -3.72 -5.91
Cl 3.86 -5.08 -6.69
H 4.09 -4.14 -4.08
H 5.09 -3.14 -5.15
H 2.98 -2.89 -6.49
H 2.21 -4.14 -5.39
Cl 0.85 3.06 -3.04
C 1.31 3.02 -4.74
C 0.22 2.43 -5.60
Cl -1.20 3.41 -5.55
H 2.20 2.58 -4.96
H 1.45 4.15 -4.88
H -0.16 1.64 -5.08
H 0.71 2.27 -6.56
Cl 2.33 -0.10 3.00
C 2.94 -0.55 4.68
C 3.24 0.67 5.57
Cl 1.79 1.70 5.75
H 3.91 -0.99 4.51
H 2.36 -1.38 5.18
H 3.90 1.39 5.14
H 3.63 0.50 6.56
Cl 1.29 -5.07 -2.82
C 0.72 -6.43 -1.88
C -0.46 -6.08 -1.03
Cl -1.91 -5.59 -1.98
H 1.63 -6.80 -1.38
H 0.81 -7.34 -2.58
H -0.25 -5.23 -0.36
H -0.59 -6.98 -0.44
C -3.93 1.69 3.18
C -3.92 0.30 2.45
N -3.63 -0.87 3.26
C -4.16 -2.11 2.86
C -4.69 -2.37 1.55
C -2.13 -0.95 3.38
C -1.68 -1.20 4.76
H -4.42 1.51 4.23
H -4.26 2.47 2.48
H -2.81 1.61 3.47
H -3.54 0.34 1.40
H -5.09 0.15 2.03
H -5.09 -1.90 3.43
H -3.77 -2.94 3.51
H -4.98 -1.77 0.72
H -5.43 -2.96 1.52
H -4.01 -2.95 0.83
H -1.79 -0.03 3.07
H -1.69 -1.67 2.79
H -0.75 -1.34 4.82
H -2.28 -2.01 5.13
H -2.08 -0.32 5.41
C 0.40 6.43 -0.86
C -0.15 5.91 0.47
N -1.33 6.84 0.75
C -2.39 6.16 1.59
C -1.94 5.42 2.65
C -0.97 8.12 1.25
C -2.11 9.18 1.14
H 0.41 7.41 -0.99
H -0.52 6.09 -1.64
H 1.29 5.80 -1.00
H 0.59 6.04 1.26
H -0.27 4.86 0.10
H -2.97 5.60 0.75
H -3.20 6.91 1.72
H -1.03 4.89 2.84
H -2.63 4.61 2.85
H -1.84 6.13 3.48
H -0.10 8.53 0.74
H -0.62 7.91 2.25
H -2.42 9.30 0.11
H -1.71 10.03 1.43
H -3.06 9.15 1.85
C 4.91 -1.56 -0.32
C 3.54 -2.16 -0.04
N 3.78 -3.49 0.73
C 2.91 -3.75 1.75
C 1.53 -3.49 1.69
C 3.82 -4.66 -0.22
C 4.58 -5.84 0.32
H 4.59 -0.68 -1.12
H 5.57 -2.43 -0.97
H 5.54 -1.30 0.45
H 3.05 -2.41 -0.95
H 2.97 -1.34 0.58
H 3.11 -3.22 2.57
H 3.26 -4.60 2.39
H 1.18 -2.57 1.04
H 1.16 -3.33 2.69
H 0.97 -4.22 1.28
H 4.34 -4.31 -1.19
H 2.73 -4.81 -0.40
H 4.63 -6.36 -0.39
H 4.09 -6.31 0.97
H 5.45 -5.65 0.77
C 0.27 1.43 0.24
C -0.16 -0.08 0.27
N -0.52 -0.65 -1.15
C 0.47 -0.58 -2.08
C 0.12 -1.10 -3.31
C -0.97 -2.03 -0.95
C -2.37 -2.02 -1.44
H 1.23 1.56 -0.33
H 0.45 1.82 1.20
H -0.57 2.16 -0.11
H -1.12 -0.20 0.74
H 0.55 -0.59 0.79
H 0.61 0.48 -2.39
H 1.59 -0.67 -1.75
H -0.78 -1.18 -3.68
H 0.68 -1.98 -3.49
H 0.64 -0.28 -4.13
H -1.04 -2.28 0.12
H -0.52 -2.90 -1.44
H -2.91 -2.96 -1.11
H -2.47 -2.12 -2.53
H -3.07 -1.20 -0.93

ΔE to the lowest compared entry with this formula, charge and spin = 243.6 kJ/mol
Orbital gap = 8.01 eV
LUMO level = 0.3849 eV



Formula: C5H3Cl2N
Source: the OMol25 dataset
Level of theory: wB97M-V/def2-TZVPD

Positions of all 11 atoms, in Å:
C 0.42 1.15 -0.25
C 1.13 0.47 0.80
C -0.35 -1.23 0.77
C -0.90 -0.80 -0.41
C -0.64 0.59 -0.87
H 2.00 1.02 1.24
H -0.52 -2.27 1.17
H -1.09 0.98 -1.73
N 0.66 -0.62 1.31
Cl 1.19 2.61 -0.82
Cl -1.90 -1.90 -1.20

SMILES = Clc1cncc(Cl)c1
ΔE to the lowest compared entry with this formula, charge and spin = 0.0 kJ/mol
Orbital gap = 9.76 eV
LUMO level = 0.3089 eV



Formula: C3H8N3
Source: the OMol25 dataset
Level of theory: wB97M-V/def2-TZVPD

Positions of all 14 atoms, in Å:
C -0.22 -1.70 0.68
C 0.99 0.07 0.92
C 0.42 0.16 -0.45
N 0.52 -1.13 1.52
N -0.18 -1.06 -0.55
N -0.88 1.46 -0.52
H -0.77 -2.65 0.76
H 2.08 0.03 1.00
H 0.71 0.88 1.59
H 1.08 0.43 -1.25
H -0.54 -1.57 -1.45
H -1.80 1.40 -0.20
H -1.05 1.34 -1.60
H -0.38 2.34 -0.45

Total charge = +1
ΔE to the lowest compared entry with this formula, charge and spin = 225.7 kJ/mol
Orbital gap = 10.37 eV
LUMO level = -3.5990 eV



Formula: C50H60AsBrN2O8SeSn
Source: the OMol25 dataset
Level of theory: wB97M-V/def2-TZVPD

Positions of all 124 atoms, in Å:
Sn 0.64 -0.08 0.74
C -5.29 2.88 -4.90
C -3.82 2.81 -5.36
C -3.70 1.77 -6.49
C -3.44 4.18 -5.93
C -2.94 2.40 -4.18
C -3.12 1.16 -3.59
C -2.36 0.80 -2.49
Br -2.60 -0.96 -1.78
C -1.40 1.64 -1.87
O -0.80 1.29 -0.77
C -1.17 2.88 -2.55
C -1.95 3.22 -3.65
C -0.08 3.82 -2.05
C 0.10 5.05 -2.96
C -0.43 4.32 -0.65
C 1.27 3.09 -2.03
H -5.94 3.17 -5.73
H -5.39 3.62 -4.10
H -5.62 1.92 -4.51
H -4.31 2.07 -7.35
H -4.03 0.79 -6.16
H -2.66 1.69 -6.81
H -4.08 4.41 -6.78
H -2.40 4.18 -6.28
H -3.56 4.96 -5.19
H -3.84 0.44 -3.96
H -1.77 4.17 -4.12
H -0.79 5.68 -2.96
H 0.33 4.75 -3.99
H 0.94 5.64 -2.59
H -1.39 4.85 -0.67
H 0.34 5.01 -0.28
H -0.51 3.49 0.05
H 1.51 2.70 -3.02
H 1.23 2.25 -1.34
H 2.07 3.76 -1.70
O -2.69 0.87 1.41
H -2.21 1.32 2.11
H -2.16 1.04 0.60
O 0.24 -3.15 -0.19
H 0.58 -2.96 -1.08
H 1.06 -3.26 0.35
O 2.64 -3.26 1.32
C 2.59 -2.41 2.23
O 1.79 -1.45 2.39
H 3.37 -2.50 3.03
C 4.97 -3.13 -1.18
C 4.60 -3.01 -2.66
C 3.80 -1.72 -2.99
C 3.46 -1.68 -4.49
C 2.68 -0.43 -4.88
C 4.70 -0.54 -2.68
O 5.74 -0.32 -3.29
N 4.30 0.26 -1.66
C 3.12 0.08 -0.90
O 2.94 0.88 0.04
N 2.27 -0.88 -1.20
C 2.49 -1.77 -2.18
O 1.69 -2.66 -2.46
H 5.52 -4.06 -1.01
H 4.09 -3.14 -0.54
H 5.61 -2.30 -0.87
H 3.97 -3.85 -2.95
H 5.50 -3.02 -3.28
H 2.86 -2.57 -4.71
H 4.39 -1.74 -5.05
H 1.76 -0.35 -4.30
H 2.42 -0.45 -5.94
H 3.28 0.47 -4.70
H 4.87 1.05 -1.41
C 0.24 -5.26 4.79
C 0.34 -3.88 4.94
C -0.27 -3.04 4.03
C -0.98 -3.55 2.95
C -1.06 -4.93 2.80
C -0.46 -5.78 3.72
As -1.81 -2.25 1.73
C -3.18 -1.81 3.06
C -3.07 -0.89 4.09
C -4.14 -0.68 4.95
C -5.32 -1.39 4.77
C -5.45 -2.30 3.73
C -4.38 -2.51 2.87
C -4.36 -3.44 1.73
C -5.40 -4.28 1.34
C -5.25 -5.13 0.25
C -4.05 -5.14 -0.46
C -3.01 -4.30 -0.08
C -3.16 -3.47 1.01
H 0.72 -5.92 5.51
H 0.90 -3.47 5.78
H -0.18 -1.96 4.14
H -1.60 -5.35 1.96
H -0.53 -6.85 3.59
H -2.16 -0.31 4.20
H -4.05 0.03 5.76
H -6.16 -1.22 5.44
H -6.38 -2.83 3.60
H -6.34 -4.27 1.88
H -6.06 -5.78 -0.04
H -3.94 -5.80 -1.31
H -2.07 -4.29 -0.63
C 5.70 3.34 5.57
C 4.43 2.91 4.89
C 3.67 1.86 5.38
C 2.48 1.46 4.77
C 1.70 0.30 5.33
C 2.03 2.15 3.64
Se 0.32 1.70 2.86
C 2.80 3.20 3.11
C 2.37 3.93 1.87
C 3.98 3.56 3.75
H 5.95 2.69 6.40
H 5.60 4.36 5.95
H 6.54 3.34 4.87
H 4.01 1.33 6.27
H 2.19 -0.12 6.21
H 1.61 -0.47 4.56
H 0.69 0.62 5.58
H 2.37 3.25 1.02
H 3.03 4.77 1.66
H 1.35 4.29 1.99
H 4.57 4.38 3.34

Total charge = -2
ΔE to the lowest compared entry with this formula, charge and spin = 0.0 kJ/mol
Orbital gap = 5.91 eV
LUMO level = 3.9425 eV



Formula: C30H76N5O11P
Source: the OMol25 dataset
Level of theory: wB97M-V/def2-TZVPD

Positions of all 123 atoms, in Å:
C 0.53 -4.38 2.62
C -0.78 -4.15 3.55
C -2.13 -4.04 2.70
O -2.63 -2.70 2.49
C -1.57 -1.75 2.28
C -2.20 -0.50 1.50
C -1.15 0.72 1.30
C 0.24 0.50 2.06
O 1.17 1.59 1.81
C 2.52 1.04 1.86
C 3.04 0.51 0.44
O -3.46 -0.03 2.04
C -3.40 0.18 3.44
O -2.62 0.93 4.04
P -2.61 -1.06 -0.30
O -1.59 -2.34 -0.76
O -4.19 -1.76 -0.22
H 0.98 -3.37 2.31
H 0.23 -4.89 1.64
H 1.31 -5.00 3.16
H -0.63 -3.32 4.31
H -0.87 -5.12 4.16
H -2.94 -4.59 3.30
H -2.04 -4.65 1.72
H -1.20 -1.44 3.32
H -0.71 -2.14 1.63
H -0.98 0.91 0.19
H -1.63 1.67 1.73
H 0.75 -0.44 1.65
H 0.07 0.40 3.18
H 3.26 1.81 2.25
H 2.60 0.15 2.58
H 2.30 0.66 -0.42
H 3.99 1.07 0.12
H 3.32 -0.60 0.45
H -4.19 -0.37 4.06
H -1.01 -2.09 -1.51
H -4.80 -1.13 -0.66
C 6.14 -0.28 7.36
C 6.16 0.90 6.39
C 4.80 1.19 5.73
O 4.44 0.28 4.70
C 3.91 -0.95 5.16
N 7.21 0.67 5.39
H 6.15 -1.24 6.85
H 7.02 -0.26 8.00
H 5.26 -0.24 8.00
H 6.44 1.79 6.97
H 4.86 2.17 5.25
H 4.00 1.26 6.48
H 3.31 -0.82 6.06
H 4.71 -1.67 5.33
H 3.26 -1.35 4.37
H 7.30 1.51 4.81
H 6.86 -0.03 4.74
C -7.90 1.10 1.63
C -8.79 0.53 2.74
C -8.04 -0.40 3.72
O -7.77 -1.69 3.21
C -6.64 -1.76 2.36
N -9.94 -0.14 2.13
H -7.70 0.37 0.84
H -8.39 1.95 1.16
H -6.94 1.44 2.04
H -9.16 1.39 3.32
H -8.69 -0.56 4.59
H -7.13 0.07 4.10
H -5.85 -1.08 2.67
H -6.93 -1.56 1.32
H -6.24 -2.78 2.39
H -10.59 -0.42 2.87
H -9.61 -1.02 1.75
C 3.57 -3.65 -2.93
C 2.13 -3.94 -2.50
C 1.19 -4.25 -3.68
O 0.79 -3.10 -4.43
C 1.75 -2.66 -5.38
N 1.64 -2.81 -1.70
H 3.70 -2.65 -3.34
H 4.24 -3.73 -2.07
H 3.91 -4.37 -3.68
H 2.16 -4.83 -1.87
H 0.26 -4.66 -3.27
H 1.60 -5.02 -4.34
H 2.30 -3.49 -5.83
H 2.44 -1.95 -4.91
H 1.23 -2.12 -6.17
H 0.72 -3.06 -1.33
H 1.45 -2.05 -2.34
C 1.39 6.14 -2.01
C 2.59 5.57 -1.25
C 3.33 4.46 -2.01
O 2.66 3.20 -2.02
C 1.62 3.09 -2.97
N 2.14 5.11 0.07
H 0.52 5.49 -1.97
H 1.09 7.10 -1.57
H 1.64 6.32 -3.06
H 3.30 6.39 -1.10
H 4.29 4.28 -1.51
H 3.58 4.77 -3.04
H 1.84 3.64 -3.89
H 0.68 3.44 -2.54
H 1.49 2.04 -3.22
H 2.95 4.83 0.62
H 1.63 4.24 -0.06
C -1.12 3.12 -7.24
C 0.14 2.56 -7.91
C 0.07 1.05 -8.18
O 0.27 0.24 -7.03
C -0.89 0.09 -6.21
N 1.31 2.92 -7.10
H -1.16 2.90 -6.17
H -1.14 4.21 -7.34
H -2.02 2.72 -7.71
H 0.23 3.06 -8.88
H 0.89 0.79 -8.86
H -0.85 0.77 -8.70
H -1.81 0.07 -6.80
H -0.93 0.90 -5.48
H -0.80 -0.85 -5.66
H 2.15 2.64 -7.60
H 1.31 2.31 -6.28

SMILES = CCCOC[C@](CCOCC)(OC=O)P(O)O.COC[C@@H](C)N.COC[C@@H](C)N.COC[C@@H](C)N.COC[C@@H](C)N.COC[C@@H](C)N
Orbital gap = 9.17 eV
LUMO level = 0.4145 eV



Formula: C8H17ClI2N2OPSZr
Source: the OMol25 dataset
Level of theory: wB97M-V/def2-TZVPD

Positions of all 34 atoms, in Å:
I 0.25 2.74 -2.38
I -1.39 0.07 -3.35
Zr -0.39 0.43 -0.29
P -2.77 1.91 -0.70
C -3.65 2.85 -2.04
C -4.20 0.95 -0.14
H -2.58 2.74 1.55
H -3.98 3.39 0.65
H -2.34 4.04 0.35
C -2.91 3.15 0.60
H -3.95 0.39 0.76
H -4.97 1.69 0.08
H -4.60 3.25 -1.63
H -3.90 2.22 -2.90
H -4.54 0.27 -0.92
H -3.07 3.71 -2.41
C 0.68 1.06 -4.00
O 1.04 1.26 -5.11
Cl -0.49 -0.30 1.96
S 1.73 -0.52 -1.02
C 2.52 -1.53 0.24
N 2.26 -2.83 0.34
C 2.90 -3.75 1.28
C 3.36 -2.99 2.49
C 4.15 -1.76 2.12
N 3.39 -1.00 1.08
H 1.83 -3.18 -0.50
H 3.73 -4.21 0.76
H 2.19 -4.52 1.54
H 3.99 -3.62 3.09
H 2.51 -2.70 3.09
H 5.11 -2.01 1.67
H 4.31 -1.10 2.97
H 3.77 -0.10 0.76

Total charge = +3
Orbital gap (alpha / beta) = 6.14 / 6.14 eV
LUMO level (alpha / beta) = -13.2699 / -13.2648 eV